(1)
{"formula": "C44H53I3N5O2W", "method": "ωB97M-V/def2-TZVPD", "total_charge": 3, "e_tot_ev": -84136.1752, "e_above_lowest_kj_mol": 237.20, "orbital_gap_ev": [4.512, 4.559], "homo_ev": [-16.05, -16.05], "species": ["W", "C", "C", "C", "C", "C", "C", "C", "N", "C", "C", "C", "C", "C", "C", "O", "C", "C", "C", "C", "C", "C", "C", "C", "C", "O", "C", "C", "C", "C", "C", "C", "H", "H", "H", "H", "H", "H", "H", "H", "H", "H", "H", "H", "H", "H", "H", "H", "H", "H", "H", "H", "H", "H", "H", "H", "H", "H", "H", "H", "H", "H", "H", "H", "H", "H", "H", "H", "H", "H", "H", "H", "I", "C", "I", "H", "H", "N", "C", "C", "C", "C", "C", "C", "C", "N", "C", "C", "N", "C", "H", "H", "H", "H", "H", "H", "H", "I", "C", "C", "C", "C", "C", "N", "H", "H", "H", "H"], "coordinates": [[2.14, -0.81, -0.38], [-4.15, -5.18, -0.98], [-3.92, -3.69, -0.68], [-4.71, -3.30, 0.58], [-4.43, -2.87, -1.87], [-2.45, -3.39, -0.41], [-1.95, -2.12, -0.59], [-0.58, -1.90, -0.36], [0.12, -0.73, -0.53], [-0.41, 0.51, -0.06], [-1.57, 1.16, -0.45], [-1.91, 2.37, 0.17], [-1.10, 2.81, 1.22], [0.08, 2.19, 1.65], [0.43, 1.08, 0.90], [1.66, 0.43, 0.96], [0.84, 2.65, 2.89], [0.18, 3.88, 3.53], [0.81, 1.50, 3.91], [2.29, 3.00, 2.56], [-3.15, 3.13, -0.29], [-4.39, 2.34, 0.12], [-3.11, 3.27, -1.82], [-3.22, 4.53, 0.33], [0.26, -2.95, 0.06], [1.54, -2.49, 0.18], [-0.20, -4.24, 0.30], [-1.57, -4.40, 0.05], [0.66, -5.38, 0.84], [0.83, -5.17, 2.35], [-0.02, -6.73, 0.61], [2.03, -5.42, 0.14], [-5.18, -5.33, -1.27], [-3.97, -5.81, -0.10], [-3.52, -5.54, -1.79], [-5.78, -3.47, 0.42], [-4.57, -2.25, 0.83], [-4.41, -3.90, 1.44], [-5.44, -3.18, -2.12], [-3.81, -3.00, -2.75], [-4.48, -1.80, -1.64], [-2.58, -1.31, -0.91], [-2.20, 0.74, -1.22], [-1.40, 3.71, 1.74], [-0.87, 3.72, 3.76], [0.28, 4.77, 2.91], [0.68, 4.09, 4.48], [-0.21, 1.25, 4.20], [1.35, 1.79, 4.81], [1.28, 0.60, 3.51], [2.36, 3.67, 1.69], [2.88, 2.11, 2.37], [2.74, 3.52, 3.41], [-4.40, 1.34, -0.33], [-5.29, 2.85, -0.21], [-4.45, 2.22, 1.20], [-3.16, 2.31, -2.34], [-2.22, 3.80, -2.15], [-3.98, 3.85, -2.15], [-3.36, 4.49, 1.41], [-4.07, 5.06, -0.09], [-2.32, 5.12, 0.11], [-1.98, -5.38, 0.23], [-0.10, -5.38, 2.88], [1.12, -4.15, 2.60], [1.59, -5.85, 2.74], [-0.92, -6.85, 1.21], [0.66, -7.53, 0.91], [-0.27, -6.90, -0.44], [2.67, -4.57, 0.38], [1.92, -5.47, -0.95], [2.56, -6.32, 0.45], [0.70, -2.58, -3.07], [1.59, -3.01, -4.72], [4.24, -1.90, -1.70], [1.26, -2.54, -5.64], [2.41, -3.72, -4.73], [1.05, 9.57, -2.39], [1.13, 8.43, -2.44], [1.25, 7.00, -2.50], [0.60, 6.22, -1.55], [0.73, 4.84, -1.57], [1.53, 4.27, -2.55], [2.17, 5.02, -3.52], [2.02, 6.40, -3.49], [1.72, 2.84, -2.54], [1.84, 2.02, -3.65], [2.02, 0.76, -3.18], [2.00, 0.80, -1.79], [1.82, 2.09, -1.45], [-0.02, 6.69, -0.80], [0.20, 4.23, -0.86], [2.79, 4.56, -4.28], [2.52, 7.01, -4.23], [1.79, 2.40, -4.65], [2.20, -0.14, -3.73], [1.81, 2.49, -0.46], [4.78, 1.22, 0.23], [4.59, -0.35, 1.55], [5.50, -0.52, 2.57], [5.34, -1.60, 3.43], [4.27, -2.46, 3.23], [3.40, -2.22, 2.19], [3.55, -1.19, 1.35], [6.31, 0.18, 2.69], [6.04, -1.76, 4.23], [4.11, -3.31, 3.88], [2.56, -2.87, 2.01]], "lowdin_charge": [1.434, -0.041, -0.549, -0.020, -0.041, -0.123, 0.043, -0.314, -0.069, -0.184, 0.056, -0.130, 0.061, -0.077, -0.236, -0.273, -0.525, -0.042, -0.016, -0.046, -0.549, -0.022, -0.032, -0.041, -0.295, -0.347, -0.084, 0.080, -0.523, -0.010, -0.041, -0.029, 0.099, 0.087, 0.098, 0.102, 0.087, 0.096, 0.099, 0.092, 0.075, 0.105, 0.117, 0.099, 0.096, 0.099, 0.102, 0.103, 0.101, 0.075, 0.088, 0.020, 0.104, 0.078, 0.101, 0.098, 0.078, 0.081, 0.101, 0.095, 0.102, 0.083, 0.103, 0.102, 0.067, 0.103, 0.092, 0.102, 0.102, 0.057, 0.090, 0.101, 1.453, -0.369, 0.422, 0.030, 0.030, 0.211, -0.154, -0.193, 0.011, 0.002, -0.173, 0.015, 0.020, 0.037, 0.025, -0.140, -0.156, -0.144, 0.132, 0.102, 0.125, 0.140, 0.147, 0.045, 0.124, 1.163, -0.764, -0.072, 0.014, 0.012, -0.084, -0.183, 0.121, 0.140, 0.134, 0.083]}

(2)
{"formula": "C44H54BF10N9O3S3Sr", "method": "ωB97M-V/def2-TZVPD", "total_charge": -2, "e_tot_ev": -127228.1248, "e_above_lowest_kj_mol": 0.00, "orbital_gap_ev": 2.927, "homo_ev": -1.81, "species": ["Sr", "C", "C", "C", "C", "N", "N", "B", "N", "N", "C", "C", "C", "C", "C", "S", "C", "C", "C", "C", "N", "N", "C", "C", "C", "C", "C", "S", "C", "C", "C", "C", "C", "S", "C", "C", "C", "C", "H", "H", "H", "H", "H", "H", "H", "H", "H", "H", "H", "H", "H", "H", "H", "H", "H", "H", "H", "H", "H", "H", "H", "H", "H", "H", "H", "H", "H", "H", "H", "H", "H", "H", "H", "H", "H", "H", "H", "C", "N", "C", "C", "N", "C", "C", "F", "C", "F", "C", "F", "C", "F", "C", "F", "C", "C", "N", "C", "C", "F", "C", "F", "C", "F", "C", "F", "C", "F", "H", "H", "H", "H", "H", "H", "H", "H", "H", "H", "H", "O", "H", "H", "O", "H", "H", "O"], "coordinates": [[8.96, 13.13, 13.18], [5.63, 11.49, 18.21], [6.92, 10.88, 17.95], [7.92, 10.81, 18.82], [9.37, 10.30, 18.54], [9.58, 9.80, 17.35], [8.68, 10.23, 16.27], [9.39, 10.37, 14.95], [9.58, 8.90, 14.19], [9.97, 7.92, 15.20], [10.35, 6.74, 14.51], [10.18, 6.46, 13.19], [9.64, 7.50, 12.20], [10.03, 7.47, 10.84], [9.50, 8.84, 12.76], [9.17, 10.36, 11.92], [10.97, 5.74, 15.47], [10.18, 5.75, 16.94], [10.83, 4.39, 15.07], [12.65, 5.95, 15.56], [10.51, 14.38, 11.51], [11.47, 13.59, 10.99], [12.69, 13.93, 10.88], [12.90, 15.29, 10.89], [11.94, 16.06, 11.66], [12.60, 17.47, 12.09], [10.72, 15.58, 12.03], [9.37, 16.16, 13.02], [13.67, 12.62, 10.59], [15.15, 13.04, 10.91], [12.99, 11.50, 11.49], [13.39, 12.40, 9.08], [7.38, 10.65, 16.52], [6.74, 11.29, 15.12], [10.33, 9.93, 19.78], [9.93, 11.09, 20.82], [11.79, 10.26, 19.30], [10.21, 8.62, 20.24], [5.75, 11.89, 19.19], [4.70, 10.86, 18.06], [5.35, 12.53, 17.93], [7.75, 10.88, 19.76], [10.21, 5.58, 12.49], [9.17, 7.99, 10.16], [9.70, 6.44, 10.57], [10.86, 7.76, 10.31], [10.70, 4.94, 17.22], [9.03, 5.68, 16.74], [10.29, 6.96, 17.44], [11.38, 4.62, 14.20], [9.51, 4.06, 15.13], [11.52, 3.45, 15.46], [12.79, 7.03, 16.17], [12.79, 5.97, 14.51], [12.86, 4.79, 16.24], [13.71, 15.80, 10.48], [11.99, 18.09, 12.77], [12.84, 18.09, 11.34], [13.50, 17.25, 12.65], [15.35, 13.28, 11.95], [15.42, 13.83, 10.51], [15.96, 12.26, 10.65], [13.14, 10.50, 11.12], [12.02, 11.74, 11.25], [13.09, 11.67, 12.55], [13.07, 13.27, 8.76], [12.75, 11.68, 8.94], [14.22, 11.92, 8.30], [8.88, 11.18, 21.19], [10.02, 12.15, 20.70], [10.39, 10.62, 21.71], [12.45, 9.61, 20.08], [11.85, 11.30, 19.09], [12.07, 9.98, 18.22], [11.02, 7.87, 19.69], [9.34, 8.02, 20.09], [10.29, 8.31, 21.26], [10.37, 21.52, 12.94], [11.03, 21.16, 11.70], [9.88, 20.75, 10.84], [10.49, 19.97, 9.70], [10.38, 20.19, 8.39], [11.04, 19.25, 7.63], [12.41, 19.06, 7.56], [13.25, 19.33, 8.56], [13.02, 18.25, 6.53], [14.34, 17.75, 6.58], [12.31, 17.72, 5.49], [12.68, 16.72, 4.60], [10.95, 18.01, 5.47], [10.26, 17.37, 4.58], [10.38, 18.81, 6.42], [9.08, 18.95, 6.31], [12.02, 22.02, 10.93], [11.85, 23.62, 11.06], [12.79, 23.91, 12.10], [14.09, 23.74, 12.01], [14.70, 23.69, 13.30], [13.93, 23.73, 14.42], [15.85, 23.05, 13.47], [16.50, 22.99, 14.59], [16.69, 22.80, 12.37], [18.07, 22.48, 12.52], [16.27, 22.95, 11.10], [17.10, 22.77, 10.06], [14.89, 23.41, 10.95], [14.41, 22.86, 9.73], [10.97, 21.24, 13.86], [9.92, 22.54, 12.95], [9.56, 20.81, 13.14], [9.09, 20.11, 11.52], [9.51, 21.56, 10.23], [4.47, 21.54, 16.22], [10.91, 18.97, 9.90], [13.12, 21.70, 11.03], [11.73, 21.83, 9.92], [12.03, 24.10, 10.01], [10.74, 23.96, 11.30], [7.89, 8.03, 23.06], [8.61, 8.24, 23.73], [3.71, 21.18, 15.93], [13.49, 15.07, 20.00], [13.42, 15.98, 19.78], [13.81, 14.47, 19.22], [10.00, 11.59, 14.81]], "lowdin_charge": [1.226, -0.086, -0.251, 0.083, -0.096, 0.168, -0.023, -0.751, 0.047, 0.227, -0.235, 0.069, -0.229, -0.128, -0.568, 0.527, -0.634, -0.037, -0.180, -0.007, -0.167, 0.042, -0.247, 0.064, -0.175, -0.015, -0.822, 0.379, -0.369, -0.034, -0.028, -0.034, -0.609, 0.635, -0.538, -0.046, -0.065, -0.108, 0.068, 0.111, 0.100, 0.039, 0.131, 0.131, 0.086, 0.061, -0.006, 0.096, 0.136, 0.027, 0.198, 0.133, 0.135, 0.025, 0.168, 0.105, 0.072, 0.011, 0.074, 0.082, -0.039, 0.114, 0.076, -0.011, 0.083, 0.015, 0.006, 0.150, 0.081, 0.074, 0.091, 0.136, 0.047, 0.087, 0.132, 0.079, 0.069, -0.138, -0.189, -0.171, -0.088, 0.129, -0.159, -0.146, 0.112, -0.064, 0.046, -0.106, 0.081, -0.206, 0.149, -0.161, 0.128, -0.137, -0.238, -0.011, -0.303, -0.157, 0.061, -0.235, 0.130, -0.119, 0.002, -0.170, 0.082, -0.121, -0.033, 0.095, 0.082, 0.051, 0.169, 0.107, 0.002, 0.126, 0.132, 0.063, 0.109, 0.111, -0.723, -0.199, -0.002, -0.102, 0.002, 0.099, -0.249]}